1.
Density functional theory data (wB97M-V/def2-TZVPD) for a structure of composition C33H32N5O4PPdS in a non-equilibrium geometry.

Each line ends with the Mulliken charge.
Geometry (Å):
1 Pd -0.4631 -0.0883 -0.0736  -0.0076
2 O 1.4005 0.3818 -1.0503  -0.8244
3 C 2.4341 0.4407 -0.3006  1.2701
4 C 3.2232 -0.6685 0.0225  -0.3416
5 C 4.5553 -0.5564 0.4841  -0.6730
6 C 5.3171 -1.6844 0.6678  -0.8026
7 C 4.7806 -2.9471 0.4068  -0.6760
8 C 3.4539 -3.0857 0.0107  -0.6808
9 C 2.6621 -1.9651 -0.1852  0.0167
10 P 0.8914 -2.0588 -0.5841  1.7787
11 C 0.7373 -1.9866 -2.3937  0.4114
12 C 1.6036 -2.7331 -3.1867  -0.0277
13 C 1.4857 -2.6812 -4.5658  -0.7445
14 C 0.5261 -1.8711 -5.1508  -0.6364
15 C -0.3067 -1.0919 -4.3604  -0.9447
16 C -0.2129 -1.1517 -2.9818  0.1168
17 C 0.3660 -3.7186 -0.1059  0.7954
18 C -0.2110 -4.6164 -1.0013  -0.6732
19 C -0.5844 -5.8746 -0.5638  -0.7650
20 C -0.4188 -6.2311 0.7668  -0.5152
21 C 0.1199 -5.3220 1.6703  -0.8329
22 C 0.4989 -4.0664 1.2399  -0.3903
23 H 4.9558 0.4306 0.6434  0.6340
24 H 6.3373 -1.6088 1.0141  0.4455
25 H 5.3974 -3.8227 0.5328  0.4843
26 H 3.0324 -4.0723 -0.1286  0.5358
27 H 2.3584 -3.3548 -2.7224  0.4034
28 H 2.1473 -3.2733 -5.1799  0.4436
29 H 0.4388 -1.8370 -6.2258  0.4319
30 H -1.0227 -0.4351 -4.8265  0.4723
31 H -0.8773 -0.5404 -2.3454  0.3551
32 H -0.3356 -4.3404 -2.0373  0.4662
33 H -0.9975 -6.5834 -1.2647  0.4771
34 H -0.7200 -7.2106 1.1048  0.4450
35 H 0.2468 -5.5968 2.7063  0.4619
36 H 0.9160 -3.3393 1.9271  0.4818
37 N 2.5391 6.5172 4.5487  -0.4514
38 C 2.3973 5.6582 3.5316  1.1345
39 C 1.8693 6.0877 2.2937  -0.8180
40 C 1.6419 5.1804 1.2890  -0.5011
41 C 1.9537 3.8408 1.4947  -0.0354
42 C 2.5172 3.3997 2.6874  -0.6845
43 C 2.7595 4.3020 3.6928  -0.8904
44 S 1.4582 2.6434 0.3127  2.1694
45 O 2.7288 1.6812 0.2588  -0.4693
46 O 1.1048 3.1755 -0.9497  -0.7755
47 N 0.3316 1.6891 0.9807  -0.8742
48 C -0.8902 2.2484 0.7949  0.8914
49 N -1.0127 3.5606 0.8251  -0.3007
50 C -2.2027 4.0948 0.5511  -0.2552
51 C -3.3013 3.3006 0.2422  -0.9494
52 C -3.1092 1.9319 0.2590  0.0651
53 N -1.9074 1.4040 0.5446  -0.3391
54 H 2.2180 7.4675 4.4682  0.2061
55 H 2.8484 6.1887 5.4479  0.2021
56 H 1.6360 7.1316 2.1514  0.3493
57 H 1.2315 5.4672 0.3359  0.5568
58 H 2.7704 2.3591 2.7973  0.4473
59 H 3.2057 3.9801 4.6214  0.3218
60 H -2.2430 5.1732 0.5749  0.4648
61 H -4.2584 3.7267 0.0025  0.4295
62 H -3.8979 1.2249 0.0370  0.4689
63 C -4.8530 -3.8132 0.4316  -1.1262
64 N -3.9198 -2.8702 -0.1495  0.2542
65 C -3.9730 -2.6439 -1.5818  -1.0378
66 C -2.9922 -2.2414 0.5602  0.5990
67 C -2.9198 -2.4613 2.0419  -1.3753
68 O -2.1761 -1.4846 -0.0241  -0.3030
69 H -5.3660 -4.3456 -0.3647  0.3936
70 H -5.6059 -3.3036 1.0378  0.3370
71 H -4.3338 -4.5456 1.0489  0.4051
72 H -4.9850 -2.8118 -1.9421  0.4920
73 H -3.2840 -3.3185 -2.0948  0.2906
74 H -3.6733 -1.6163 -1.7953  0.2560
75 H -3.8994 -2.6047 2.4909  0.4792
76 H -2.4268 -1.6026 2.4993  0.3067
77 H -2.3163 -3.3489 2.2437  0.2746

## Properties
Total charge ... +2
E_LUMO (alpha / beta) ... -0.2529 / -0.2653 hartree
HOMO-LUMO gap (alpha / beta) ... 5.89 / 5.56 eV
E ... -2718.33547 hartree
Largest force on an atom ... 5.24 eV Å⁻¹
HOMO (alpha / beta) ... -12.8 / -12.8 eV


2.
Density functional theory data (wB97M-V/def2-TZVPD) for a structure of composition C33H32P2SeTc in a non-equilibrium geometry.

Each line ends with the natural charge from an NBO analysis.
Geometry (Å):
1 Tc -0.0718 -0.8026 1.2215  -0.1594
2 C 2.1534 -1.9233 1.8912  -0.1659
3 C 2.0212 -0.8520 2.7760  -0.2245
4 C 0.9375 -0.8039 3.6648  -0.1913
5 C -0.0166 -1.8190 3.6498  -0.1771
6 C 0.1155 -2.9007 2.7592  -0.1854
7 C 1.1977 -2.9541 1.8856  -0.2079
8 H 3.0266 -2.0004 1.2562  0.2547
9 H 2.7917 -0.0939 2.8344  0.2681
10 H 0.8666 -0.0076 4.3917  0.2759
11 H -0.8308 -1.8069 4.3626  0.2706
12 H -0.5951 -3.7154 2.7951  0.2718
13 H 1.3299 -3.8130 1.2415  0.2783
14 C 1.9656 1.1336 -1.4907  -0.3974
15 C 1.8678 -0.3904 -1.6073  -0.7339
16 P 0.2951 -1.1932 -1.0928  1.2390
17 C -0.9548 -0.9163 -2.3846  -0.4240
18 C -0.6252 -1.3454 -3.6726  -0.1249
19 C -1.5474 -1.2212 -4.6969  -0.2069
20 C -2.8018 -0.6808 -4.4427  -0.1588
21 C -3.1371 -0.2738 -3.1603  -0.1920
22 C -2.2172 -0.3921 -2.1302  -0.1825
23 C 0.5950 -2.9737 -1.2892  -0.4216
24 C -0.4773 -3.8206 -0.9956  -0.2084
25 C -0.3567 -5.1859 -1.1866  -0.1920
26 C 0.8364 -5.7157 -1.6664  -0.1718
27 C 1.9031 -4.8781 -1.9516  -0.2090
28 C 1.7877 -3.5051 -1.7698  -0.1623
29 C 1.8073 1.7264 -0.0855  -0.7316
30 P 0.1628 1.5374 0.7174  1.2407
31 C -0.9311 2.6639 -0.2011  -0.3965
32 C -1.5345 3.7190 0.4876  -0.1752
33 C -2.2800 4.6624 -0.2015  -0.1920
34 C -2.4406 4.5636 -1.5746  -0.1571
35 C -1.8527 3.5139 -2.2657  -0.1881
36 C -1.0997 2.5731 -1.5845  -0.1971
37 C 0.3264 2.3295 2.3447  -0.4225
38 C 1.3549 3.2172 2.6528  -0.1387
39 C 1.4035 3.8118 3.9058  -0.2074
40 C 0.4302 3.5326 4.8537  -0.1677
41 C -0.6127 2.6687 4.5448  -0.2059
42 C -0.6653 2.0705 3.2962  -0.2186
43 H 1.2734 1.6112 -2.1803  0.2289
44 H 2.9628 1.4100 -1.8368  0.2499
45 H 2.6539 -0.8596 -1.0082  0.2374
46 H 2.0345 -0.6683 -2.6504  0.2668
47 H 0.3379 -1.8001 -3.8722  0.2134
48 H -1.2941 -1.5636 -5.6912  0.2412
49 H -3.5244 -0.5860 -5.2420  0.2415
50 H -4.1197 0.1350 -2.9636  0.2362
51 H -2.4811 -0.0645 -1.1336  0.2114
52 H -1.4058 -3.3987 -0.6259  0.2256
53 H -1.1962 -5.8339 -0.9719  0.2391
54 H 0.9404 -6.7810 -1.8221  0.2424
55 H 2.8318 -5.2887 -2.3255  0.2392
56 H 2.6295 -2.8694 -2.0135  0.2113
57 H 1.9949 2.8007 -0.1485  0.2670
58 H 2.5482 1.2990 0.5974  0.2357
59 H -1.4255 3.8124 1.5588  0.2316
60 H -2.7326 5.4819 0.3404  0.2394
61 H -3.0241 5.3051 -2.1039  0.2400
62 H -1.9775 3.4235 -3.3366  0.2346
63 H -0.6581 1.7634 -2.1391  0.2120
64 H 2.1176 3.4597 1.9237  0.2140
65 H 2.1969 4.5100 4.1375  0.2410
66 H 0.4796 3.9964 5.8298  0.2425
67 H -1.3849 2.4612 5.2745  0.2382
68 H -1.5008 1.4330 3.0369  0.2246
69 Se -2.4044 -0.9270 1.2840  0.2914

## Properties
Total charge ... +2
E_LUMO (alpha / beta) ... -0.3073 / -0.3007 hartree
ΔE to the lowest compared entry with this formula, charge and spin ... 79.0 kJ/mol
HOMO-LUMO gap (alpha / beta) ... 5.80 / 6.22 eV
E ... -4441.13545 hartree
Largest force on an atom ... 3.05 eV Å⁻¹
HOMO (alpha / beta) ... -14.2 / -14.4 eV
2S+1 ... 2


3.
Density functional theory data (wB97M-V/def2-TZVPD) for a structure of composition C33H33BiN15.

Each line ends with the Mulliken charge.
Geometry (Å):
1 Bi 0.2370 0.1456 -0.5202  3.3844
2 C -0.1306 -2.9196 0.8079  -1.2724
3 C -0.9116 -3.3932 -0.4117  -1.0072
4 C -2.0770 -2.5087 -0.7689  0.1459
5 C -3.2973 -3.0437 -1.1574  -1.2655
6 C -4.3412 -2.1956 -1.4863  -0.9354
7 C -4.1478 -0.8219 -1.4097  -1.1124
8 C -2.9115 -0.3637 -1.0131  -0.2010
9 N -1.8957 -1.1838 -0.7038  1.8522
10 N 0.9727 -1.9577 0.5153  0.6521
11 C 1.4700 -1.4437 1.8309  -1.6396
12 C 2.6178 -0.4963 1.6190  0.5248
13 C 3.7639 -0.5178 2.3938  -0.7639
14 C 4.7923 0.3640 2.0932  -0.6453
15 C 4.6531 1.2214 1.0103  -0.9866
16 C 3.4774 1.1835 0.2872  -0.6041
17 N 2.4725 0.3551 0.5966  0.7587
18 C 2.0643 -2.6455 -0.2249  -1.8594
19 C 2.4803 -2.0086 -1.5285  0.6718
20 C 3.4792 -2.6090 -2.2828  -1.0247
21 C 3.9029 -2.0037 -3.4512  -0.6365
22 C 3.3187 -0.8030 -3.8412  -0.9204
23 C 2.3188 -0.2766 -3.0577  -0.3844
24 N 1.8995 -0.8733 -1.9262  1.1078
25 H 0.3147 -3.7784 1.3187  0.6159
26 H -0.8109 -2.4401 1.5071  -0.0328
27 H -1.2923 -4.3926 -0.2030  0.6251
28 H -0.2553 -3.5122 -1.2820  0.2863
29 H -3.4242 -4.1174 -1.1953  0.5927
30 H -5.2963 -2.6003 -1.7944  0.5070
31 H -4.9374 -0.1238 -1.6476  0.6449
32 H -2.7190 0.7041 -0.9401  0.2397
33 H 1.7789 -2.2812 2.4618  0.7407
34 H 0.6329 -0.9360 2.3238  0.3360
35 H 3.8525 -1.2180 3.2138  0.5734
36 H 5.6980 0.3690 2.6851  0.4761
37 H 5.4410 1.9054 0.7285  0.5092
38 H 3.3287 1.8323 -0.5692  0.5048
39 H 1.7666 -3.6754 -0.4255  0.8265
40 H 2.9476 -2.7106 0.4147  0.6024
41 H 3.9205 -3.5388 -1.9474  0.6021
42 H 4.6819 -2.4566 -4.0501  0.4710
43 H 3.6301 -0.2890 -4.7393  0.5453
44 H 1.8261 0.6490 -3.3248  0.2837
45 N -2.7619 -2.1690 2.7488  -0.2586
46 C -3.0275 -0.8996 2.3362  0.2324
47 N -4.2899 -0.5983 2.0850  -0.6309
48 C -4.5187 0.6761 1.7566  0.4914
49 N -5.7673 1.0400 1.4656  -0.3456
50 N -3.5609 1.6322 1.7063  -0.6976
51 C -2.3420 1.1920 1.9339  0.6749
52 N -1.9696 -0.0638 2.1905  -0.2525
53 C -1.2827 2.2435 2.0169  0.0523
54 C -1.5643 3.3992 2.7326  -0.9206
55 C -0.5682 4.3441 2.9021  -0.6089
56 C 0.6735 4.1088 2.3291  -0.9138
57 C 0.8545 2.9468 1.6047  -0.6975
58 N -0.0953 2.0160 1.4449  0.3169
59 H -3.5761 -2.6983 3.0273  0.2981
60 H -1.9637 -2.2720 3.3569  0.2696
61 H -6.5167 0.3880 1.6297  0.2840
62 H -5.9804 2.0180 1.3621  0.2665
63 H -2.5496 3.5317 3.1554  0.5634
64 H -0.7528 5.2424 3.4758  0.4815
65 H 1.4893 4.8087 2.4463  0.5161
66 H 1.8104 2.7469 1.1376  0.5887
67 N -0.3773 4.4413 -2.6606  0.0709
68 C 0.2154 3.7699 -1.6776  -0.5280
69 N 0.0905 2.4687 -1.9024  0.0048
70 C -0.6182 2.4254 -3.0747  -0.0135
71 N -0.9160 3.6041 -3.5585  -0.6234
72 C -0.9946 1.1689 -3.7300  0.0949
73 C -1.6436 1.1458 -4.9648  -0.5894
74 N -1.9514 0.0050 -5.5595  -0.5093
75 C -1.6039 -1.1195 -4.9414  -0.5698
76 C -0.9648 -1.1043 -3.7116  -0.7069
77 N -0.6690 0.0411 -3.0979  0.8110
78 H -0.4548 5.4409 -2.7912  0.2080
79 H 0.7046 4.2407 -0.8414  0.5408
80 H -1.9087 2.0694 -5.4647  0.5331
81 H -1.8405 -2.0538 -5.4353  0.4431
82 H -0.6888 -2.0272 -3.2160  0.3351

## Properties
Total charge ... +3
E_LUMO ... -0.2865 hartree
ΔE to the lowest compared entry with this formula, charge and spin ... 17.2 kJ/mol
HOMO-LUMO gap ... 8.76 eV
E ... -2312.56477 hartree
Largest force on an atom ... 0.18 eV Å⁻¹
HOMO ... -16.6 eV


Question: Which of these has the lowest largest force on an atom?
Answer: C33H33BiN15


Question: Which value of largest force on an atom does entry 1 give?
Answer: 5.24 eV Å⁻¹


Question: Among the records above, which one has the highest total charge?
Answer: C33H33BiN15